Entry from the OMol25 dataset: C3H7NO in the gas phase (ωB97M-V/def2-TZVPD).

The energy relative to the best compared isomer or geometry (same formula, charge and spin) comes out at 88.9 kJ/mol. The electronic energy is -6761.829 eV. The SMILES is CNC(C)=O. The LUMO energy comes out at 0.85 eV. For the HOMO-LUMO gap, the calculation gives 10.63 eV.

```
! wB97M-V def2-TZVPD RIJCOSX def2/J DEFGRID3
* xyz 0 1
C 0.29159 1.93931 -0.09357
N 0.25712 0.47766 -0.17230
C -0.63788 -0.40173 0.32789
O -1.66713 -0.18884 0.93345
C -0.09771 -1.86506 -0.01393
H -0.13486 2.28624 0.85645
H -0.26777 2.43037 -0.90215
H 1.32540 2.29646 -0.14074
H 0.90092 -0.19621 -0.56602
H -0.69593 -2.29979 -0.82017
H -0.23569 -2.42812 0.90154
H 0.96194 -2.05030 -0.31044
*
```